1.
{
  "formula": "C20H31N3O2S",
  "method": "the ωB97M-V functional and the def2-TZVPD basis",
  "homo_lumo_gap_ha": 0.3649,
  "relative_energy_kj_mol": 6.0,
  "elements": ["C", "C", "C", "C", "N", "C", "C", "O", "C", "C", "C", "C", "C", "C", "C", "C", "C", "N", "C", "O", "C", "C", "S", "N", "C", "C", "H", "H", "H", "H", "H", "H", "H", "H", "H", "H", "H", "H", "H", "H", "H", "H", "H", "H", "H", "H", "H", "H", "H", "H", "H", "H", "H", "H", "H", "H", "H"],
  "xyz": [[0.5530, 2.9515, 0.8571], [-0.0586, 1.9314, -0.0972], [0.2691, 0.4935, 0.3055], [1.8063, 0.2615, 0.2744], [2.2398, -1.0549, -0.1721], [3.1892, -1.0802, -1.2756], [1.8209, -2.1480, 0.5096], [1.0477, -2.0391, 1.4579], [2.3421, -3.5058, 0.0564], [1.8369, -4.6625, 0.9077], [1.7626, -5.9605, 0.0979], [1.1434, -7.0891, 0.9181], [1.8954, -7.3077, 2.2284], [1.9992, -6.0062, 3.0201], [2.6359, -4.9230, 2.1767], [3.3905, -3.8406, 2.8763], [4.1403, -4.9256, 2.1430], [-0.4392, -0.4865, -0.4994], [-0.1658, -0.7132, -1.8024], [0.4969, 0.0508, -2.4923], [-0.6930, -2.0022, -2.3413], [-0.8479, -3.1425, -1.6009], [-1.3435, -4.3977, -2.6165], [-1.3815, -3.4839, -3.9788], [-1.0059, -2.2536, -3.7144], [-0.9465, -1.2483, -4.8203], [0.2375, 3.9620, 0.5981], [0.2453, 2.7610, 1.8882], [1.6435, 2.9346, 0.8280], [-1.1457, 2.0418, -0.1034], [0.2872, 2.0968, -1.1179], [-0.0727, 0.3228, 1.3252], [2.2501, 0.9761, -0.4172], [2.2066, 0.4652, 1.2710], [3.2379, -2.0636, -1.7284], [2.8467, -0.3855, -2.0414], [4.1924, -0.7970, -0.9449], [2.0121, -3.6508, -0.9780], [3.4331, -3.4895, 0.0150], [0.8216, -4.4036, 1.2319], [1.1809, -5.7973, -0.8154], [2.7736, -6.2444, -0.2181], [0.1018, -6.8311, 1.1430], [1.1193, -8.0120, 0.3340], [1.4044, -8.0813, 2.8232], [2.9059, -7.6681, 2.0072], [0.9987, -5.6789, 3.3270], [2.5806, -6.1556, 3.9336], [3.3932, -2.8477, 2.4475], [3.4003, -3.8561, 3.9583], [4.6479, -5.6802, 2.7301], [4.6544, -4.6565, 1.2297], [-0.9171, -1.2085, 0.0097], [-0.6550, -3.2821, -0.5458], [-1.0489, -0.2365, -4.4380], [0.0187, -1.3099, -5.3252], [-1.7258, -1.4614, -5.5493]],
  "nbo_charge": [-0.609, -0.408, -0.046, -0.223, -0.443, -0.411, 0.708, -0.673, -0.510, -0.210, -0.382, -0.397, -0.394, -0.387, -0.039, -0.405, -0.439, -0.598, 0.678, -0.650, -0.241, -0.410, 0.669, -0.607, 0.244, -0.649, 0.217, 0.202, 0.201, 0.207, 0.225, 0.220, 0.212, 0.212, 0.213, 0.233, 0.191, 0.235, 0.228, 0.219, 0.201, 0.196, 0.191, 0.209, 0.208, 0.195, 0.202, 0.207, 0.214, 0.215, 0.214, 0.205, 0.410, 0.249, 0.239, 0.235, 0.229]
}

2.
{
  "formula": "C20H21N3O3RuS",
  "method": "the ωB97M-V functional and the def2-TZVPD basis",
  "multiplicity": 5,
  "total_charge": 2,
  "homo_lumo_gap_ha": [0.2633, 0.2029],
  "elements": ["C", "C", "H", "H", "H", "H", "H", "H", "C", "C", "C", "C", "H", "H", "H", "H", "N", "C", "C", "N", "C", "C", "C", "H", "H", "C", "H", "H", "Ru", "C", "H", "H", "H", "O", "C", "N", "S", "O", "O", "C", "C", "C", "C", "C", "C", "H", "H", "H", "H"],
  "xyz": [[0.1482, -0.5726, 2.7432], [0.9496, 0.6291, 2.5843], [-0.7221, -0.6525, 3.3934], [0.7284, -1.5286, 2.7495], [-0.2646, -0.6874, 1.6896], [0.9502, 0.7558, 1.4360], [0.4159, 1.5552, 2.8636], [2.0187, 0.6587, 2.8530], [-1.4532, -2.4696, -1.4403], [-2.0890, -3.2477, -2.3994], [-2.0274, -2.8257, -3.7338], [-1.3327, -1.6728, -4.0679], [-1.4540, -2.7005, -0.3677], [-2.6058, -4.1515, -2.0860], [-2.5249, -3.4064, -4.5026], [-1.2273, -1.3164, -5.0876], [-0.7749, -1.3517, -1.7761], [-0.7069, -0.9146, -3.0743], [0.0616, 0.3125, -3.2683], [0.6168, 0.8281, -2.1330], [1.3715, 1.9519, -2.1518], [1.0433, 2.1390, -4.5113], [1.5931, 2.6496, -3.3300], [1.7619, 2.2513, -1.1757], [2.1819, 3.5644, -3.2895], [0.2894, 0.9685, -4.4779], [-0.1339, 0.5178, -5.3659], [1.2014, 2.6630, -5.4448], [0.1181, -0.1492, -0.5041], [1.8743, -1.0595, -0.1687], [2.6716, -0.4896, -0.6744], [1.8400, -2.0827, -0.5785], [2.1144, -1.1123, 0.9057], [-0.6360, 3.1060, -0.2997], [-1.3999, 2.3400, 0.2961], [-1.4860, 0.9530, -0.0061], [-2.9537, 0.2302, 0.5377], [-3.9380, 0.2412, -0.5069], [-2.6053, -1.0087, 1.1947], [-3.1305, 1.5198, 1.7210], [-3.7957, 1.4170, 2.9406], [-3.5920, 2.4275, 3.9038], [-2.7636, 3.5210, 3.6200], [-2.1286, 3.6331, 2.3857], [-2.2999, 2.5957, 1.4462], [-4.4161, 0.5531, 3.1331], [-4.0652, 2.3352, 4.8745], [-2.6008, 4.2749, 4.3773], [-1.4739, 4.4600, 2.1323]],
  "nbo_charge": [-0.559, -0.549, 0.260, 0.231, 0.122, 0.106, 0.240, 0.252, 0.092, -0.200, -0.078, -0.178, 0.253, 0.275, 0.267, 0.252, -0.517, 0.181, 0.165, -0.496, 0.114, -0.079, -0.204, 0.244, 0.274, -0.177, 0.251, 0.266, 1.545, -0.824, 0.252, 0.257, 0.255, -0.526, 0.660, -0.886, 2.269, -0.844, -0.912, -0.247, -0.190, -0.144, -0.172, -0.135, -0.178, 0.253, 0.253, 0.251, 0.254]
}

3.
{
  "formula": "C23H32N6O2",
  "method": "the ωB97M-V functional and the def2-TZVPD basis",
  "smiles": "c1ccc(CC2CCN(c3nc(N4CCOCC4)nc(N4CCOCC4)n3)CC2)cc1",
  "homo_lumo_gap_ha": 0.3346,
  "relative_energy_kj_mol": 194.2,
  "elements": ["C", "C", "C", "C", "C", "C", "H", "H", "C", "H", "H", "C", "C", "H", "C", "N", "C", "N", "C", "N", "C", "N", "N", "C", "H", "C", "H", "O", "C", "H", "C", "H", "H", "H", "H", "H", "N", "C", "H", "C", "H", "O", "C", "H", "C", "H", "H", "H", "H", "H", "C", "H", "C", "H", "H", "H", "H", "H", "H", "H", "H", "H", "H"],
  "xyz": [[-5.9412, -1.2018, -1.8223], [-6.3035, -0.8104, -0.5455], [-5.6984, 0.2868, 0.0426], [-4.7255, 1.0091, -0.6350], [-4.3725, 0.6094, -1.9187], [-4.9737, -0.4871, -2.5086], [-4.6890, -0.7848, -3.5075], [-3.6221, 1.1669, -2.4614], [-4.0414, 2.1836, 0.0045], [-4.6067, 2.5137, 0.8788], [-4.0018, 3.0132, -0.7062], [-2.6092, 1.8328, 0.4326], [-2.5945, 0.6664, 1.4316], [-2.6639, -0.2758, 0.8872], [-1.3097, 0.6981, 2.2777], [-0.2336, 1.3148, 1.5471], [0.7394, 0.5891, 0.9687], [0.7545, -0.7264, 1.2005], [1.7662, -1.3849, 0.6371], [2.7151, -0.8338, -0.1231], [2.5966, 0.4836, -0.2975], [1.6367, 1.2450, 0.2271], [3.4907, 1.0862, -1.1144], [3.6001, 2.5250, -1.1701], [2.6918, 2.9559, -0.7522], [4.8309, 2.9714, -0.3719], [5.0073, 4.0416, -0.4905], [5.9996, 2.3277, -0.8314], [5.8846, 0.9249, -0.7318], [6.8225, 0.5157, -1.1108], [4.6908, 0.4079, -1.5436], [4.5548, -0.6620, -1.3951], [4.8502, 0.6248, -2.6056], [5.7564, 0.6330, 0.3220], [4.6708, 2.7422, 0.6931], [3.7157, 2.8239, -2.2178], [1.8691, -2.7082, 0.8975], [2.7778, -3.5511, 0.1571], [3.5214, -2.9185, -0.3247], [1.9891, -4.3571, -0.8821], [2.6293, -5.0877, -1.3792], [0.9501, -5.0942, -0.2753], [0.0546, -4.2479, 0.4126], [-0.7036, -4.8994, 0.8500], [0.7776, -3.4394, 1.4965], [0.1010, -2.7267, 1.9650], [1.1887, -4.1219, 2.2485], [-0.4239, -3.5535, -0.2954], [1.5709, -3.6667, -1.6310], [3.2638, -4.2372, 0.8595], [-0.4123, 2.7141, 1.2340], [0.0206, 3.3323, 2.0319], [-1.9009, 3.0352, 1.0579], [-2.0051, 3.9160, 0.4228], [-2.3623, 3.2637, 2.0206], [0.1408, 2.9121, 0.3138], [-1.4713, 1.2803, 3.1913], [-0.9959, -0.3080, 2.5516], [-3.4587, 0.7320, 2.0945], [-2.0455, 1.5363, -0.4584], [-5.9906, 0.5882, 1.0388], [-7.0603, -1.3605, -0.0053], [-6.4123, -2.0578, -2.2824]],
  "nbo_charge": [-0.222, -0.205, -0.210, -0.035, -0.163, -0.222, 0.211, 0.199, -0.403, 0.205, 0.212, -0.209, -0.406, 0.218, -0.222, -0.401, 0.633, -0.646, 0.629, -0.650, 0.629, -0.648, -0.403, -0.252, 0.248, -0.079, 0.194, -0.526, -0.079, 0.195, -0.251, 0.246, 0.195, 0.165, 0.165, 0.194, -0.403, -0.251, 0.245, -0.079, 0.194, -0.526, -0.079, 0.195, -0.251, 0.247, 0.195, 0.165, 0.165, 0.195, -0.213, 0.189, -0.403, 0.215, 0.195, 0.234, 0.186, 0.247, 0.200, 0.202, 0.206, 0.212, 0.213]
}